Record 1
44
Properties=species:S:1:pos:R:3 method="wB97M-V/def2-TZVPD" gap_ev=9.583 e_tot_ev=-37368.941 lumo_ev=0.3286 homo_ha=-0.3401 smiles="CCCCc1ccc(S(=O)(=O)N/N=C(/C)c2ccncc2)cc1"
H 2.814 -1.963 3.397
C 2.657 -1.218 1.409
H -2.728 0.125 0.990
H 4.538 1.308 1.523
H -0.944 1.378 -2.428
H -4.952 -1.565 -0.360
H -5.037 0.881 -0.856
C -5.235 -0.847 0.407
O 4.072 2.715 -0.313
C -4.646 0.524 0.099
C 2.816 -1.753 -1.024
H 2.477 -3.205 2.172
H 2.752 -2.243 -3.116
H -6.320 -0.797 0.446
H -2.832 2.565 0.498
C 0.125 -1.742 -1.313
C 2.035 -1.451 0.088
N 3.995 0.651 0.981
N 3.499 -0.330 1.745
C -1.026 1.777 -0.325
C 1.725 1.520 -0.389
C 0.649 -1.466 -0.064
C -3.122 0.481 0.035
C 1.005 1.369 -1.557
H -0.002 -1.245 0.768
H -4.956 1.234 0.869
H 3.891 -1.790 -0.949
H -0.945 -1.763 -1.475
H -2.909 2.208 -1.233
H -0.773 2.157 1.768
S 3.505 1.406 -0.465
C 2.263 -2.185 2.488
C 2.180 -2.013 -2.227
C -0.274 1.934 0.836
H 1.692 1.945 1.703
H -2.809 -0.225 -0.737
N 0.867 -2.004 -2.376
C -2.522 1.859 -0.274
H 1.533 1.141 -2.469
C 1.104 1.814 0.808
C -0.372 1.497 -1.520
O 3.889 0.642 -1.613
H 1.195 -2.115 2.686
H -4.873 -1.212 1.366


Record 2
49
Properties=species:S:1:pos:R:3 method="wB97M-V/def2-TZVPD" gap_ev=4.119 e_tot_ev=-315282.823 total_charge=-1 lumo_ev=1.2266 homo_ha=-0.1063
H 0.173 0.654 -5.112
Pt -0.664 0.653 0.732
C 1.246 -1.332 -1.075
C 0.762 -3.344 -2.523
Se -5.795 1.226 2.257
C -0.041 0.576 -4.054
C -1.288 1.268 -2.106
C 2.166 2.426 -1.212
C 1.050 0.605 3.183
H 1.254 2.082 -1.696
H 0.067 -2.771 -3.132
C 0.421 -0.380 -1.877
H 2.343 0.500 4.942
C 1.982 0.814 2.072
C -0.539 0.443 -1.250
H -2.904 -0.123 4.708
H -2.784 1.640 4.513
H -2.060 1.892 -1.677
H 3.952 0.221 2.825
Se -2.297 2.907 0.979
Sb -4.121 1.250 0.507
C 2.397 1.674 0.054
H -0.573 -2.524 0.470
C 1.366 0.498 4.495
H 1.162 -1.076 -0.015
C -2.502 0.677 4.085
H 3.007 2.325 -1.896
N 0.743 -2.777 -1.156
H 2.036 3.483 -0.969
N -0.304 0.633 2.904
Se -2.612 -0.850 0.819
C -1.025 0.584 3.990
C -1.055 1.329 -3.467
S -0.067 0.451 5.426
H 0.449 -4.384 -2.466
Se -4.914 1.209 -1.781
H 1.495 -0.861 -3.687
H 2.290 -1.380 -1.398
S 3.978 1.223 0.578
H -0.896 -3.965 -0.574
H -2.954 0.607 3.104
H -1.308 -2.294 -1.105
H -1.671 1.983 -4.071
H 1.768 -3.266 -2.931
N 1.467 1.361 0.911
C -0.612 -2.915 -0.544
C 0.690 -0.276 -3.250
C 3.329 0.643 2.057
H 1.394 -3.318 -0.586


Record 3
46
Properties=species:S:1:pos:R:3 method="wB97M-V/def2-TZVPD" gap_ev=9.633 e_tot_ev=-40350.832 lumo_ev=0.5427 homo_ha=-0.3341 smiles="Cc1cccc(C(=O)N[C@H](C)/C=C/C(=O)N[C@H](C)c2nncs2)c1N"
H 6.036 -0.706 -0.551
C -2.852 4.869 1.445
H 6.439 -0.726 -2.995
C -0.535 5.390 0.965
C 2.040 -0.729 -0.922
H 1.402 0.027 0.915
H -0.473 -0.426 -1.481
H -0.764 -2.344 0.003
H 7.584 -1.807 -2.180
N -0.901 1.065 -0.143
N 4.311 -1.297 -1.478
H 1.267 3.534 -0.379
H 3.908 -1.845 -2.222
H 1.048 6.261 -0.211
C 6.535 -1.648 -2.423
H 6.209 -2.489 -3.035
H 1.329 6.325 1.523
N 1.047 3.502 0.610
C 5.891 -4.520 1.294
N 5.942 -3.986 -0.842
H -3.856 5.209 1.662
C 5.823 -2.807 -0.319
C -0.262 4.021 0.885
C 1.111 -0.307 -0.076
C 3.474 -0.767 -0.532
H -3.353 2.782 1.543
H -0.999 -1.277 1.399
N 5.978 -4.982 0.088
H -2.055 6.852 1.314
S 5.735 -2.818 1.398
O 3.898 -0.345 0.530
C 5.706 -1.552 -1.153
C -1.280 3.097 1.099
H 0.156 7.413 0.787
C -2.575 3.515 1.371
C -0.356 -0.269 -0.407
C -1.127 -1.367 0.324
H -0.999 1.690 -0.925
C 0.557 6.401 0.753
H -2.189 -1.293 0.090
O -0.689 1.026 2.119
H 5.905 -5.160 2.162
C -1.835 5.793 1.249
H 1.766 4.023 1.094
C -0.923 1.634 1.094
H 1.775 -1.066 -1.921


Record 4
50
Properties=species:S:1:pos:R:3 method="wB97M-V/def2-TZVPD" gap_ev=7.967 e_tot_ev=-48537.297 lumo_ev=-0.1630 homo_ha=-0.2988 smiles="COc1cccc(C(=O)NN/C(=N/c2c(OC)cccc2OC)NS(C)(=O)=O)n1"
H -2.180 -3.495 -5.134
H -0.788 0.654 5.273
O 3.130 0.362 0.024
C -0.189 -3.127 -2.416
N 0.658 -0.020 1.300
C 2.771 1.075 1.107
N -0.959 1.551 0.754
H -3.023 3.286 -0.121
H 1.531 -2.053 -0.593
H 2.507 -3.599 -0.585
O -0.215 3.194 -0.908
C 3.399 2.816 2.708
C -2.646 -2.316 -3.339
C 2.190 2.583 3.394
H -0.827 -1.641 0.358
H 4.086 3.536 3.075
C -1.884 -3.192 -4.131
H 2.003 3.194 4.284
C -0.128 0.402 4.463
H 4.571 2.189 1.043
H -3.611 -1.908 -3.680
N -0.969 -2.375 -1.609
H 0.781 -3.573 -0.034
H -0.329 2.188 1.181
C 1.264 1.663 2.942
C -3.037 -1.081 -1.157
S -1.095 2.027 -0.809
O -0.770 0.976 -1.762
H 0.802 -0.017 4.898
H -0.529 -0.314 3.789
H 3.286 0.672 -2.021
C 1.507 -3.158 -0.765
C -2.175 -1.930 -2.028
H 0.036 -4.156 -4.240
O -4.131 -0.688 -1.473
C -0.638 -3.562 -3.656
C 1.579 0.885 1.780
H 1.708 0.175 -1.407
N -1.386 -0.804 0.651
H -3.426 1.713 -0.900
C -0.535 0.263 0.893
H -2.898 3.032 -1.887
O 1.060 -3.532 -2.075
H 2.182 1.865 -1.134
H -3.455 -0.097 0.589
O 0.094 1.611 3.747
C 2.549 0.808 -1.181
C 3.644 2.040 1.563
N -2.727 -0.686 0.153
C -2.790 2.566 -0.922


Record 5
41
Properties=species:S:1:pos:R:3 method="wB97M-V/def2-TZVPD" gap_ev=9.078 e_tot_ev=-23551.127 lumo_ev=0.7177 homo_ha=-0.3072 smiles="COC1=CCC2=C(CCN[C@@H]2Cc2ccccc2O)C1"
C 3.213 1.300 -1.188
H -1.526 -3.390 -1.173
H 2.360 -1.115 0.011
H -0.898 -1.831 -2.792
C 0.521 -0.174 -0.792
H 0.344 -3.043 -2.763
H 4.779 2.557 -2.088
C 4.360 3.166 -0.121
H -1.009 1.648 0.528
H 1.757 -1.705 -1.608
H -0.467 0.685 1.967
H -3.112 -2.635 0.144
C 2.810 1.982 1.186
O -4.600 -0.790 1.688
H -4.893 1.063 0.916
O 3.107 0.430 -2.285
H -5.846 -0.352 0.179
H -6.224 0.180 1.728
C -0.695 -0.374 0.079
H -3.076 1.422 1.893
H 2.241 -0.090 -2.149
H 3.921 3.551 2.058
C -5.388 0.101 1.066
H 0.024 -3.174 -0.275
C -2.521 0.542 1.512
C 4.120 2.349 -1.195
N 0.858 -1.230 -1.760
H 0.423 0.763 -1.392
C 2.547 1.116 0.054
C -3.219 -0.751 1.337
H -2.311 -2.552 1.688
C 1.733 -0.173 0.195
C -1.111 0.661 1.022
C 3.726 3.006 1.141
H 2.227 1.712 2.100
C -0.760 -2.681 -0.883
H 1.347 -0.273 1.295
C -1.310 -1.623 0.042
C -2.563 -1.974 0.787
C -0.076 -2.235 -2.144
H 5.185 3.930 -0.008